Record 1
Here is a 2-piece molecular cluster, C24H43BrF9N2O4S overall at a distorted geometry from the OMol25 dataset. Energies are from ωB97M-V/def2-TZVPD.

Geometry as XYZ:
```
84
Properties=species:S:1:pos:R:3:forces:R:3
H 5.34560 -3.26271 -1.31780 -0.06 -0.05 -0.07
H 4.12792 -2.09202 -3.87426 0.17 0.02 0.03
H -2.71315 5.70268 -4.31695 1.91 -0.93 1.09
F 2.09057 -1.47390 -2.68183 -4.49 -1.12 3.08
H -3.94755 -2.10170 0.84291 2.13 0.30 1.03
H -2.64615 1.54470 4.71532 -0.84 -0.71 -0.75
H -5.41744 5.05773 -1.37367 2.37 -1.01 0.04
H -4.52208 -0.02785 1.21219 1.30 0.80 -0.30
O -3.39931 2.83174 0.35730 -0.85 -2.23 1.87
H -5.54818 3.44998 0.35541 1.95 -0.69 -0.79
C -1.72231 5.17765 2.99916 1.69 -0.45 -0.73
H -0.55652 0.52623 4.29152 -1.44 -1.84 -0.48
C -1.79406 5.36909 -3.66993 0.08 0.51 0.86
H -2.24108 -1.75207 5.90919 1.25 1.89 -0.12
H -1.96182 3.17742 -2.88348 -0.57 2.34 1.06
C -1.60027 -0.77267 5.86257 1.02 0.19 -0.44
O -4.38932 4.53994 2.67053 4.49 -2.68 0.95
H -1.40509 6.35355 -3.12096 -0.84 -2.15 -1.16
H 8.96683 -2.25310 -2.13264 -0.13 0.00 0.00
H 6.29867 -2.29114 -4.92354 0.00 -0.06 0.07
H 0.07942 -2.15108 6.60085 -0.15 2.40 0.31
C -4.64794 3.17686 -0.34098 -0.68 0.77 -1.61
F 0.08277 -0.62492 -1.71362 2.65 -4.48 0.17
H -4.92823 2.25367 -1.02955 0.39 2.05 1.16
H -0.11457 -0.50429 7.67409 -0.08 -1.40 -2.19
C -2.30551 4.26308 -2.53039 1.03 0.25 -1.81
H 3.71414 -2.61530 -1.51589 0.29 -0.21 -0.01
C 8.47473 -0.88575 -3.70077 0.06 0.19 0.07
H 5.30719 -1.27707 -2.86283 0.02 -0.04 -0.04
H 7.60756 -0.48396 -4.23155 0.09 -0.02 -0.01
C -2.67496 2.21162 2.77478 -0.24 -2.11 -1.17
H 7.24776 -3.91228 -2.50714 -0.01 0.04 -0.08
S -3.10815 3.97100 3.36591 -5.72 4.64 3.22
H -4.74103 2.05560 1.82488 2.46 -0.49 -0.62
H -1.50138 -0.12396 1.41810 -2.31 -0.67 1.02
O -3.77705 4.25484 -2.55835 0.80 0.85 2.94
F 1.25338 -4.04503 -3.02046 -3.56 3.29 1.47
C -1.70629 -2.71022 0.52617 0.02 -0.09 0.64
H -0.76787 -2.01235 0.60608 -1.71 -1.45 -0.57
H 9.16780 -1.30715 -4.43639 -0.10 0.06 0.04
H 4.18449 -4.09065 -2.37562 0.06 0.04 0.05
N -3.14424 1.21063 3.85169 1.82 0.99 -1.69
H 8.97690 -0.04890 -3.20378 -0.05 -0.07 -0.15
Br -0.12440 -1.94512 3.60972 -0.74 0.81 -0.11
F -0.11471 -4.81074 -0.80388 -2.75 3.06 -2.57
C 6.10209 -2.91623 -4.04476 0.04 0.10 -0.12
H -3.41428 0.28221 -0.01331 0.11 0.41 1.37
F -0.45614 -2.63887 -3.91411 2.01 -1.12 4.81
H -0.89862 4.95488 -4.30161 -1.92 0.76 1.10
H -1.83195 4.58896 -1.50754 -1.19 -0.97 -1.79
C 0.90792 -1.86073 -1.82458 3.39 2.37 -0.82
H -1.41287 -3.71001 1.10906 -0.65 2.09 -1.76
C 7.41445 -3.17053 -3.29735 0.03 -0.11 0.12
H 0.75350 -0.45915 6.00158 -1.89 -1.15 1.12
H 5.73718 -3.87493 -4.43436 0.01 0.09 0.04
C -0.89877 -3.95560 -1.72437 -0.47 -2.73 -2.11
C 4.99105 -2.26356 -3.21874 -0.03 -0.07 -0.17
C -1.24753 -0.42597 4.26473 -1.06 0.40 1.66
H -1.53544 2.10348 2.51878 -1.97 0.61 0.43
O -3.38445 4.04386 4.89654 2.17 -1.52 -4.72
H -3.48680 -0.93223 3.88473 1.96 1.39 -0.91
H -3.02914 -2.61859 2.40554 0.31 1.25 -2.17
H -2.04243 6.28790 3.21350 0.10 -2.54 -0.29
C -0.11528 -0.99722 6.59829 -0.52 0.41 0.12
H -1.44903 5.04851 1.84472 -0.55 0.29 2.59
C -2.09877 -3.08935 -1.01973 -2.15 -0.81 1.40
F -2.57306 -1.92337 -1.82398 1.72 -3.38 2.23
H -0.80285 4.88533 3.70068 -2.05 0.61 -1.63
C -3.62519 1.86390 1.44604 -1.77 4.16 0.99
N -3.56944 0.41066 1.03091 -0.78 -0.86 0.18
C -2.57457 -0.43130 1.83541 1.67 -1.41 -0.49
H 8.12536 -3.63280 -3.99540 -0.08 0.07 0.09
C -2.65445 -0.19688 3.45561 -0.34 -0.17 0.63
H -2.21649 0.10293 6.37025 1.34 -1.73 -1.18
C 4.53812 -3.11073 -2.03964 -0.08 0.08 0.24
F -1.58170 -4.89464 -2.69144 2.37 3.00 3.06
C -2.90527 -2.01174 1.39887 -0.07 -0.23 0.66
H -3.68595 5.23295 -0.55040 -1.14 -1.16 -1.48
F 1.51913 -2.28128 -0.51176 -2.87 1.62 -4.48
C 0.15924 -3.08234 -2.62114 1.24 -1.90 -2.64
C -4.35113 4.55683 -1.23780 -1.08 -1.05 0.62
C 8.06988 -1.93439 -2.67600 0.03 -0.12 -0.01
F -3.28624 -4.02024 -0.93831 3.42 2.87 -0.32
H 7.40483 -1.48180 -1.93101 0.03 -0.07 -0.04
```
Forces are in eV/Å.

Computed properties:
E_tot, eV: -142071.104
Relative energy (zero: lowest compared OMol25 entry of this formula, charge and spin), eV: 8.002
2S+1: 1
Net charge: +1
Kohn-Sham gap, Eh: 0.3304
LUMO energy, eV: -3.2

=====

Record 2
Here is a 3-piece molecular cluster, C24H43BrN3O4S overall at a distorted geometry from the OMol25 dataset. Energies are from ωB97M-V/def2-TZVPD.

Geometry as XYZ:
```
76
Properties=species:S:1:pos:R:3:forces:R:3
H 4.20747 -1.70652 0.51796 -0.08 -0.12 0.04
H 2.91157 -2.81418 1.82824 0.09 -0.22 -0.13
H 3.39893 0.23506 -1.61314 -0.06 0.10 -0.08
C -3.89212 3.13113 3.81857 -0.09 -0.08 0.03
H -4.66642 2.39044 4.03207 0.01 0.00 0.00
H 1.64546 2.03534 -1.13372 -0.03 0.15 0.07
H 4.38296 -3.18274 -0.47047 -0.19 -0.06 0.10
Br 1.67640 1.93810 2.99972 0.01 0.11 0.06
N -4.34579 0.68175 1.21252 -0.39 0.01 0.21
O -4.85637 5.18298 4.48995 0.02 -0.04 -0.04
C -4.26521 3.92826 2.57346 0.10 0.11 -0.03
H -2.03264 -2.45552 -2.71962 -0.04 -0.01 0.00
C -2.57532 -2.10944 -4.79759 -0.01 0.09 -0.06
H -2.37626 -0.75310 -3.08690 0.04 0.04 0.01
O -2.16313 0.54234 1.00599 -0.42 -0.25 0.34
H 3.38152 1.92997 0.23056 0.00 -0.01 -0.02
H 1.70624 -4.12991 1.53188 0.24 -0.04 -0.16
C -5.25674 4.93398 3.13818 -0.08 -0.06 0.09
H -0.06173 0.92164 -2.19473 -0.06 -0.20 0.00
H -3.46128 -2.72594 -4.65480 0.01 -0.01 0.01
H 1.35103 -2.79049 2.60832 0.04 -0.05 0.03
H 5.00454 -1.65294 -1.04517 -0.01 0.04 0.06
H -0.06794 -1.15809 -5.72943 0.01 -0.05 -0.05
H -6.27251 4.52442 3.14764 0.00 0.00 -0.06
C 1.86277 -3.06587 1.68281 -0.20 0.49 0.02
H 0.22189 -0.37335 1.00104 0.06 -0.03 0.12
N -3.95426 1.54856 0.19213 0.25 -0.12 -0.12
H 4.15128 0.39288 0.45812 0.01 -0.11 0.13
H -3.38462 4.44669 2.18384 -0.01 0.00 -0.01
C 2.89864 -1.80393 -1.26032 -0.38 0.43 -1.23
H 1.59611 -0.67113 1.97611 0.19 0.09 -0.08
O -0.55427 -1.46064 -3.75294 0.01 0.01 -0.02
H -2.85960 -1.23484 -5.38705 -0.01 0.00 0.02
C 1.07029 1.44824 -0.41238 -0.15 -0.43 -0.02
C -0.29558 -2.66547 0.56972 0.81 -0.11 -0.08
C 1.19600 -2.22695 0.56910 -1.25 -0.09 0.57
H 3.67224 -3.15204 -2.76147 -0.25 -0.16 -0.17
H -1.32711 -3.85169 -5.06599 0.02 0.01 -0.01
H -0.65565 -2.61571 1.59635 -0.23 0.09 -0.05
C -3.88542 4.21434 4.88935 0.07 0.09 -0.03
C -0.21696 0.97571 -1.11880 0.22 0.64 -0.03
H -4.14370 3.83606 5.87948 -0.03 0.04 0.01
N 1.71363 -2.56066 -0.77532 1.73 -0.67 0.87
H 3.40412 0.18619 2.69862 -0.36 0.03 0.07
H -1.51222 -2.91625 -6.55380 -0.01 0.03 0.00
C -2.67603 1.42403 0.11192 0.69 0.04 -0.26
C 2.00113 0.29046 0.04071 0.56 0.32 -0.66
H -0.89308 -2.03530 -0.08761 -0.08 -0.03 0.00
C 2.51447 -0.32380 -1.29668 0.03 -0.34 0.62
H 2.13586 -2.33903 -3.20621 0.08 0.03 -0.21
C 3.24813 0.95113 0.70582 -0.64 0.39 0.21
H -2.93651 2.61188 3.73926 0.02 0.02 0.00
H 0.81792 2.11190 0.41190 0.00 -0.12 0.09
C 1.25582 -0.71670 0.94451 -0.24 -0.11 -0.37
C -1.94333 -1.67364 -3.48183 0.01 -0.10 0.08
H 5.36721 1.56306 2.07539 0.16 0.18 0.03
H 1.77348 -0.21633 -2.09063 -0.08 -0.04 0.07
C 4.18035 -2.11310 -0.49197 0.16 0.23 -0.04
C -1.41742 -2.84159 -5.47172 -0.05 -0.09 0.13
C -3.29116 0.11899 1.65319 0.37 0.17 -0.28
H -0.32836 -3.70050 0.23022 -0.20 0.02 -0.01
H 4.34862 3.02676 2.32915 0.25 0.03 -0.07
C 4.51611 1.98711 2.60731 -0.80 -0.19 -0.02
O 1.84809 -3.82920 -0.95229 -0.60 0.28 -0.30
H -0.57277 0.00652 -0.78274 -0.09 0.06 0.01
S -1.53652 2.23480 -0.94215 -0.53 -0.07 -0.05
H -5.26880 5.87575 2.58853 0.00 0.03 0.05
C -0.23055 -1.99470 -5.04118 0.08 0.13 -0.05
H -2.90781 4.70580 4.95008 0.03 -0.05 0.02
H 4.68853 1.92867 3.67999 0.05 0.07 0.01
H -3.18666 -0.61973 2.42673 -0.01 -0.03 0.03
C 3.10796 -2.22113 -2.73577 0.38 -0.20 0.73
H -4.68549 3.32437 1.77456 -0.04 0.00 0.00
H 3.72457 -1.47376 -3.23683 -0.19 0.12 -0.07
C 3.28178 1.15897 2.21872 1.07 -0.44 -0.09
H 0.69420 -2.56839 -4.96849 0.01 0.02 0.04
```
Forces are in eV/Å.

Computed properties:
E_tot, eV: -119120.210
2S+1: 2
Net charge: 0
Kohn-Sham gap (alpha / beta), Eh: 0.3328 / 0.3415
LUMO energy (alpha / beta), eV: 0.4 / 0.2

=====

- The lowest net charge belongs to which entry?
  C24H43BrN3O4S

=====

- Which of these has the highest net charge?
  C24H43BrF9N2O4S

=====

- What is the 2S+1 in the second record?
  2